Record 1
C39H44I2N11OSTl | ωB97M-V/def2-TZVPD

Geometry (Å):
Tl: 0.11 -0.76 0.57
I: -7.58 -1.05 0.74
C: -5.55 -1.32 1.09
C: -4.98 -0.81 2.25
C: -3.62 -0.94 2.45
I: -2.76 -0.13 4.17
C: -2.79 -1.59 1.53
O: -1.49 -1.75 1.72
C: -3.40 -2.08 0.36
C: -2.49 -2.67 -0.67
N: -1.55 -1.67 -1.19
C: -2.17 -0.51 -1.81
C: -2.59 0.52 -0.79
C: -3.85 1.09 -0.80
C: -4.16 2.04 0.16
C: -3.20 2.40 1.09
C: -1.97 1.79 1.04
N: -1.66 0.87 0.11
C: -4.76 -1.96 0.15
H: -5.60 -0.32 3.00
H: -3.08 -3.12 -1.48
H: -1.89 -3.46 -0.20
H: -0.90 -2.07 -1.86
H: -3.03 -0.78 -2.43
H: -1.42 -0.05 -2.46
H: -4.57 0.78 -1.53
H: -5.15 2.48 0.19
H: -3.41 3.12 1.87
H: -1.20 2.02 1.75
H: -5.20 -2.34 -0.76
C: 0.54 0.08 6.32
N: 0.64 -0.88 5.23
C: 0.29 -2.27 5.48
C: 0.91 -0.52 3.96
N: 0.83 -1.28 2.92
N: 1.37 0.80 3.83
C: 1.44 1.59 2.70
N: 2.06 2.78 2.93
N: 0.94 1.26 1.56
H: 1.52 0.36 6.73
H: -0.03 -0.37 7.13
H: 0.00 0.98 6.01
H: 0.13 -2.41 6.54
H: 1.10 -2.93 5.16
H: -0.63 -2.54 4.96
H: 0.40 -2.16 3.15
H: 1.69 1.23 4.68
H: 2.38 3.06 3.84
H: 2.09 3.47 2.20
H: 1.09 1.98 0.86
N: 4.41 -1.88 -7.11
C: 3.59 -1.86 -6.31
C: 2.57 -1.85 -5.29
C: 2.03 -3.05 -4.83
C: 1.06 -2.99 -3.85
N: 0.63 -1.85 -3.30
C: 1.14 -0.71 -3.77
C: 2.11 -0.66 -4.75
H: 2.36 -3.99 -5.25
H: 0.59 -3.90 -3.49
H: 0.78 0.21 -3.31
H: 2.50 0.29 -5.10
C: 0.78 -6.25 0.64
N: 1.80 -5.23 0.26
C: 2.15 -5.33 -1.19
C: 1.36 -3.85 0.66
C: 2.45 -2.81 0.52
C: 3.78 -3.13 0.78
C: 4.78 -2.17 0.68
C: 4.44 -0.87 0.33
C: 3.11 -0.54 0.11
C: 2.11 -1.50 0.19
H: 1.10 -7.22 0.29
H: -0.16 -5.98 0.18
H: 0.67 -6.25 1.73
H: 2.66 -5.43 0.79
H: 1.24 -5.20 -1.76
H: 2.58 -6.31 -1.38
H: 2.86 -4.54 -1.44
H: 1.03 -3.93 1.70
H: 0.50 -3.60 0.04
H: 4.08 -4.13 1.08
H: 5.80 -2.44 0.89
H: 5.21 -0.12 0.24
H: 2.86 0.48 -0.14
S: 0.81 4.30 -2.47
C: 0.46 2.82 -1.67
N: 1.39 1.92 -1.64
C: 2.51 2.39 -2.33
C: 3.69 1.68 -2.56
C: 4.71 2.28 -3.26
C: 4.58 3.59 -3.75
C: 3.41 4.30 -3.56
C: 2.38 3.69 -2.85
H: -0.51 2.68 -1.21
H: 3.79 0.66 -2.20
H: 5.63 1.74 -3.44
H: 5.39 4.04 -4.30
H: 3.30 5.31 -3.95

The HOMO-LUMO gap comes out at 0.2723 hartree. The energy relative to the best compared isomer or geometry (same formula, charge and spin) is 74.7 kJ/mol. The LUMO energy is -4.444 eV. For the HOMO energy, the calculation gives -11.85 eV. The total charge is +2.

Atom charges from the Mulliken analysis, given in e for atoms 1 to 8: 1.765 0.141 -0.574 -0.510 0.185 0.105 -0.520 -0.312

=====

Record 2
C4H6N2 | ωB97M-V/def2-TZVPD

Geometry (Å):
N: -1.57 -1.57 -1.32
C: -1.67 -0.69 -0.57
C: -1.04 1.27 0.78
C: -1.94 0.38 0.35
C: 1.95 -0.89 -0.60
N: 1.89 0.15 0.12
H: 0.01 1.22 0.49
H: -1.37 2.06 1.44
H: -2.97 0.42 0.68
H: 1.03 -1.28 -1.06
H: 2.87 -1.45 -0.81
H: 2.81 0.40 0.49

The HOMO-LUMO gap comes out at 0.4043 hartree. The energy relative to the best compared isomer or geometry (same formula, charge and spin) is 198.8 kJ/mol. The LUMO energy is 0.740 eV. For the HOMO energy, the calculation gives -10.26 eV. The structure (SMILES) is C=CC#N.C=N.

Atom charges from the Mulliken analysis, given in e for atoms 1 to 8: -0.438 0.335 -0.499 -0.171 -0.248 -0.398 0.279 0.242

=====

Question: Among the records above, which one has the highest energy relative to the best compared isomer or geometry (same formula, charge and spin)?
Answer: C4H6N2